Below is a 10-piece molecular cluster, C36H72F30N10O28S10 overall at a distorted geometry, with properties calculated with ωB97M-V/def2-TZVPD.

Output
HOMO-LUMO gap: 0.242 hartree
E_HOMO: -8.15 eV

Last column: Mulliken charge in e.
Atoms and positions in Å:
C1 -5.23 3.65 -2.37  -1.080
C2 -6.00 3.51 -1.01  -0.092
C3 -5.41 2.48 -0.08  0.164
O1 -6.17 2.69 1.12  -0.503
C4 -5.64 1.96 2.23  0.026
N1 -5.82 4.90 -0.41  0.117
H1 -4.90 5.13 -0.06  0.275
H2 -6.31 5.61 -0.95  0.381
H3 -6.26 4.84 0.49  0.380
H4 -5.22 2.67 -2.84  0.290
H5 -4.15 3.75 -2.24  0.097
H6 -5.56 4.47 -3.01  0.442
H7 -7.06 3.33 -1.17  0.309
H8 -4.34 2.64 0.02  -0.145
H9 -5.48 1.48 -0.51  0.604
H10 -4.76 2.53 2.54  0.091
H11 -5.35 0.93 2.04  -0.151
H12 -6.35 1.95 3.06  0.205
C5 -8.72 -1.80 5.49  -1.527
C6 -8.31 -1.31 4.10  0.810
C7 -7.18 -2.08 3.41  -0.982
O2 -6.59 -1.33 2.28  -0.098
C8 -5.51 -2.09 1.83  -0.668
N2 -9.54 -1.38 3.16  -0.305
H13 -10.29 -0.76 3.43  0.374
H14 -9.40 -1.11 2.20  0.307
H15 -9.93 -2.29 2.96  0.386
H16 -9.33 -2.70 5.57  0.404
H17 -9.38 -1.16 6.06  0.422
H18 -7.88 -2.00 6.15  0.366
H19 -8.04 -0.26 4.20  -0.008
H20 -7.36 -3.10 3.05  0.405
H21 -6.34 -2.23 4.09  0.415
H22 -4.80 -2.36 2.62  0.323
H23 -4.80 -1.57 1.19  -0.175
H24 -5.69 -3.08 1.41  0.510
C9 8.28 -7.74 4.28  -0.723
O3 8.41 -6.39 4.79  -0.403
C10 7.25 -5.56 4.76  -0.699
C11 6.97 -4.96 3.39  -0.237
N3 8.39 -4.41 2.88  -0.144
H25 8.80 -3.81 3.59  0.373
H26 9.02 -5.19 2.78  0.416
C12 8.17 -3.58 1.63  -0.856
C13 7.50 -4.34 0.45  -0.555
O4 6.12 -4.11 0.68  -0.109
C14 5.13 -4.98 0.12  -0.924
H27 7.61 -8.42 4.82  0.322
H28 9.32 -8.06 4.34  0.287
H29 8.17 -7.79 3.20  0.301
H30 7.29 -4.82 5.57  0.417
H31 6.38 -6.15 5.06  0.421
H32 6.23 -4.17 3.44  0.277
H33 6.60 -5.77 2.77  0.203
H34 9.19 -3.27 1.40  0.406
H35 7.68 -2.62 1.81  0.407
H36 7.66 -5.41 0.55  0.359
H37 7.82 -4.04 -0.55  0.474
H38 5.47 -6.00 0.32  0.463
H39 5.00 -4.91 -0.96  0.349
H40 4.13 -4.90 0.54  0.139
C15 3.09 9.00 -0.67  -0.817
O5 3.12 7.82 0.10  -0.395
C16 2.18 6.84 -0.34  -0.511
C17 2.37 5.75 0.66  -0.499
N4 3.83 5.20 0.59  0.028
H41 4.43 5.98 0.40  0.477
H42 4.05 4.78 1.48  0.419
C18 3.85 4.00 -0.34  -0.911
C19 5.32 3.57 -0.45  -0.694
O6 6.16 4.67 -0.75  -0.351
C20 7.48 4.21 -1.15  -0.817
H43 3.93 9.61 -0.33  0.282
H44 2.21 9.57 -0.36  0.308
H45 3.06 8.92 -1.75  0.320
H46 2.42 6.46 -1.33  0.357
H47 1.15 7.20 -0.25  0.593
H48 1.68 4.92 0.47  0.203
H49 2.33 6.11 1.68  0.392
H50 3.59 4.38 -1.32  0.282
H51 3.31 3.21 0.19  0.569
H52 5.41 2.84 -1.25  0.300
H53 5.66 3.09 0.47  0.630
H54 7.63 3.55 -2.00  0.256
H55 7.87 3.70 -0.28  0.377
H56 8.11 5.10 -1.21  0.306
C21 -1.91 0.93 1.42  -0.176
O7 -1.35 0.48 0.17  0.234
C22 -1.43 -0.95 0.13  0.395
C23 -0.82 -1.44 -1.28  -0.745
N5 0.73 -1.26 -1.36  1.282
H57 1.22 -1.86 -0.71  0.028
H58 0.91 -1.66 -2.27  -0.231
C24 1.31 0.16 -1.42  -0.737
C25 2.83 0.16 -1.54  0.097
O8 3.32 -0.66 -0.46  0.075
C26 4.72 -0.94 -0.29  -0.782
H59 -1.41 0.53 2.30  0.124
H60 -2.99 0.79 1.39  0.105
H61 -1.69 1.98 1.61  -0.179
H62 -2.46 -1.29 0.19  -0.192
H63 -0.91 -1.46 0.94  0.012
H64 -1.11 -0.92 -2.19  0.384
H65 -0.97 -2.51 -1.42  0.105
H66 0.98 0.73 -0.55  0.387
H67 0.91 0.61 -2.33  0.473
H68 3.15 1.20 -1.51  -0.377
H69 3.10 -0.36 -2.45  0.482
H70 5.09 -1.36 -1.23  0.378
H71 4.66 -1.80 0.37  0.012
H72 5.35 -0.21 0.23  0.217
C27 6.24 2.97 -5.18  0.309
F1 7.09 3.16 -4.15  -0.165
F2 6.12 4.18 -5.84  -0.222
F3 6.76 2.06 -6.10  -0.199
S1 4.52 2.50 -4.58  1.164
O9 4.55 1.05 -4.37  -0.626
O10 4.38 3.27 -3.28  -0.585
N6 3.36 3.00 -5.83  -0.711
S2 2.08 3.17 -4.99  1.108
O11 1.71 1.92 -4.25  -0.387
O12 2.14 4.46 -4.22  -0.637
C28 0.76 3.32 -6.36  0.474
F4 -0.40 3.52 -5.78  -0.197
F5 0.93 4.30 -7.20  -0.209
F6 0.81 2.22 -7.08  -0.218
C29 -1.40 4.53 -1.05  0.513
F7 -1.75 3.25 -1.09  -0.095
F8 -0.14 4.67 -1.42  -0.115
F9 -2.20 5.19 -1.86  -0.257
S3 -1.62 5.23 0.78  0.226
O13 -0.76 4.37 1.65  -0.523
O14 -1.18 6.64 0.73  -0.545
N7 -3.28 5.08 1.04  -0.125
S4 -3.32 5.37 2.59  0.872
O15 -3.23 4.22 3.41  -0.649
O16 -2.40 6.38 3.10  -0.591
C30 -5.11 6.12 2.84  0.489
F10 -6.06 5.24 2.52  -0.186
F11 -5.14 6.48 4.13  -0.232
F12 -5.19 7.23 2.18  -0.238
C31 -5.28 -1.21 -3.87  0.524
F13 -6.51 -1.38 -4.29  -0.201
F14 -4.50 -1.17 -4.96  -0.186
F15 -5.14 0.00 -3.18  -0.182
S5 -4.76 -2.68 -2.64  0.721
O17 -3.29 -2.74 -2.61  -0.486
O18 -5.33 -2.34 -1.33  -0.425
N8 -5.45 -4.04 -3.50  -0.435
S6 -6.63 -4.45 -2.62  1.134
O19 -6.23 -5.20 -1.41  -0.664
O20 -7.67 -3.42 -2.53  -0.669
C32 -7.44 -5.78 -3.80  0.512
F16 -7.87 -5.20 -4.96  -0.225
F17 -6.56 -6.74 -3.89  -0.198
F18 -8.53 -6.21 -3.22  -0.217
C33 -2.32 -4.36 5.22  0.521
F19 -2.76 -5.04 4.12  -0.188
F20 -3.32 -3.92 6.00  -0.209
F21 -1.53 -5.14 5.95  -0.196
S7 -1.27 -2.79 4.57  0.896
O21 -1.85 -2.57 3.23  -0.412
O22 -1.41 -1.65 5.50  -0.591
N9 0.35 -3.43 4.24  -0.471
S8 1.21 -2.14 4.07  0.932
O23 0.63 -1.05 3.29  -0.467
O24 1.73 -1.71 5.37  -0.704
C34 2.80 -2.84 3.14  0.517
F22 3.07 -4.07 3.60  -0.283
F23 2.42 -2.96 1.82  -0.157
F24 3.87 -2.13 3.39  -0.199
C35 1.14 -4.88 -1.65  0.533
F25 -0.14 -5.13 -1.99  -0.235
F26 1.13 -4.00 -0.62  -0.089
F27 1.77 -6.02 -1.33  -0.218
S9 2.08 -4.10 -3.12  0.792
O25 3.29 -3.55 -2.46  -0.601
O26 2.40 -5.19 -4.03  -0.594
N10 1.01 -2.74 -3.50  -0.345
S10 0.71 -2.98 -4.93  0.919
O27 1.88 -2.97 -5.78  -0.663
O28 -0.16 -4.16 -5.15  -0.710
C36 -0.52 -1.49 -5.44  0.529
F28 0.19 -0.26 -5.52  -0.215
F29 -0.96 -1.78 -6.66  -0.195
F30 -1.50 -1.39 -4.57  -0.154

Below is a 4-piece molecular cluster, C36H72FN4O7S overall at a distorted geometry, with properties calculated with ωB97M-V/def2-TZVPD.

Output
HOMO-LUMO gap (spin up / spin down): 0.314 / 0.319 hartree
multiplicity: 4
E_HOMO (spin up / spin down): -8.42 / -9.06 eV
expectation value of S²: 3.763

Last column: Mulliken charge in e.
Atoms and positions in Å:
C1 1.84 -3.54 1.28  -1.062
C2 1.87 -3.52 -0.35  0.057
C3 0.33 -3.67 -0.84  -0.801
N1 -0.08 -2.32 -1.43  0.557
C4 -1.02 -1.73 -0.41  -1.069
C5 -1.56 -0.27 -0.75  -0.553
C6 -0.55 0.92 -0.32  -0.189
C7 0.64 1.16 -1.34  0.359
O1 0.85 2.34 -1.73  -0.622
O2 1.50 0.17 -1.86  -0.110
C8 2.89 0.59 -1.85  -0.035
C9 3.74 -0.68 -2.43  -0.926
S1 -0.82 -2.52 -2.96  1.084
O3 -2.23 -3.07 -2.87  -0.697
O4 -0.78 -1.26 -3.80  -0.599
F1 0.02 -3.66 -3.89  -0.335
H1 2.82 -3.94 1.71  0.303
H2 1.66 -2.45 1.60  0.224
H3 1.02 -4.24 1.68  0.296
H4 2.50 -4.37 -0.78  0.393
H5 2.29 -2.51 -0.66  -0.177
H6 -0.35 -3.91 0.06  0.368
H7 0.20 -4.53 -1.57  0.422
H8 -1.93 -2.42 -0.26  0.349
H9 -0.45 -1.74 0.58  0.444
H10 -1.90 -0.11 -1.82  0.320
H11 -2.49 -0.12 -0.09  0.364
H12 -1.18 1.88 -0.35  0.254
H13 -0.22 0.81 0.77  0.135
H14 3.30 0.85 -0.83  0.056
H15 3.07 1.44 -2.59  0.293
H16 4.69 -0.76 -1.82  0.277
H17 3.10 -1.63 -2.39  0.212
H18 4.02 -0.45 -3.50  0.322
C10 -3.41 -2.95 -6.35  -1.580
C11 -4.78 -3.16 -5.65  2.027
C12 -4.89 -4.61 -5.12  -1.098
C13 -5.12 -5.65 -6.21  -0.606
C14 -6.31 -5.27 -7.08  -1.235
C15 -6.20 -3.84 -7.65  1.598
N2 -5.88 -2.82 -6.61  0.300
O5 -7.01 -2.61 -5.89  -0.545
C16 -5.13 -3.81 -8.77  -1.726
C17 -7.52 -3.52 -8.41  -1.765
C18 -4.74 -2.21 -4.43  -1.555
H19 -2.99 -3.88 -6.75  0.250
H20 -3.48 -2.23 -7.16  0.399
H21 -2.66 -2.55 -5.66  0.140
H22 -5.71 -4.68 -4.40  0.509
H23 -3.98 -4.87 -4.56  0.136
H24 -4.22 -5.77 -6.82  0.256
H25 -5.30 -6.62 -5.74  0.420
H26 -6.40 -6.00 -7.89  0.384
H27 -7.22 -5.36 -6.48  0.370
H28 -4.97 -2.80 -9.13  0.376
H29 -5.44 -4.42 -9.62  0.437
H30 -4.17 -4.22 -8.46  0.313
H31 -8.40 -3.62 -7.77  0.355
H32 -7.67 -4.21 -9.24  0.408
H33 -7.50 -2.50 -8.81  0.438
H34 -4.68 -1.17 -4.75  0.487
H35 -3.86 -2.42 -3.81  0.239
H36 -5.61 -2.32 -3.78  0.368
C19 -3.27 4.42 4.74  -1.822
C20 -2.33 3.26 4.32  1.971
C21 -1.59 2.70 5.55  -1.303
C22 -0.47 3.60 6.06  -0.806
C23 0.48 3.97 4.93  -0.776
C24 -0.23 4.56 3.70  1.725
N3 -1.40 3.74 3.26  0.172
O6 -0.90 2.65 2.62  -0.413
C25 -0.70 6.00 4.03  -1.845
C26 0.81 4.77 2.58  -1.733
C27 -3.30 2.16 3.81  -1.950
H37 -2.93 4.93 5.64  0.319
H38 -3.37 5.16 3.95  0.338
H39 -4.28 4.07 4.96  0.499
H40 -1.16 1.72 5.31  0.385
H41 -2.30 2.52 6.37  0.360
H42 -0.88 4.50 6.52  0.349
H43 0.08 3.08 6.85  0.390
H44 1.23 4.67 5.31  0.540
H45 1.03 3.07 4.63  0.052
H46 -1.29 6.42 3.21  0.379
H47 0.15 6.66 4.19  0.420
H48 -1.29 6.07 4.95  0.336
H49 1.33 3.85 2.31  0.140
H50 1.58 5.48 2.89  0.444
H51 0.34 5.17 1.67  0.498
H52 -3.84 2.50 2.92  0.462
H53 -4.03 1.91 4.58  0.496
H54 -2.78 1.23 3.56  0.318
C28 5.26 0.13 5.14  -1.732
C29 5.87 0.25 3.72  1.954
C30 7.30 0.84 3.80  -1.352
C31 7.31 2.34 4.08  -0.452
C32 6.43 3.09 3.09  -1.434
C33 4.99 2.53 3.02  2.226
N4 4.96 1.05 2.85  0.361
O7 5.28 0.78 1.55  -0.567
C34 4.22 2.93 4.31  -1.857
C35 4.23 3.28 1.90  -1.950
C36 6.01 -1.22 3.24  -2.108
H55 5.67 0.87 5.83  0.321
H56 4.17 0.25 5.12  0.304
H57 5.45 -0.84 5.59  0.480
H58 7.83 0.67 2.86  0.397
H59 7.87 0.33 4.57  0.341
H60 7.00 2.55 5.11  0.307
H61 8.34 2.72 4.00  0.398
H62 6.40 4.15 3.36  0.365
H63 6.89 3.04 2.10  0.379
H64 3.23 2.47 4.33  0.318
H65 4.08 4.01 4.36  0.596
H66 4.74 2.66 5.23  0.229
H67 4.73 3.20 0.93  0.414
H68 4.16 4.35 2.12  0.468
H69 3.21 2.89 1.79  0.277
H70 5.03 -1.70 3.15  0.539
H71 6.59 -1.81 3.96  0.467
H72 6.52 -1.31 2.28  0.350

Below is a 12-piece molecular cluster, C36H72O18 overall at a distorted geometry, with properties calculated with ωB97M-V/def2-TZVPD.

Output
HOMO-LUMO gap: 0.348 hartree
SMILES: COC(=O)OC.COC(=O)OC.COC(=O)OC.CC(C)=O.CC(C)=O.CC(C)=O.CC(C)=O.CC(C)=O.CC(C)=O.CC(C)=O.CC(C)=O.CC(C)=O
E_HOMO: -9.24 eV

Last column: Mulliken charge in e.
Atoms and positions in Å:
C1 -14.77 -8.13 18.73  -0.657
O1 -13.75 -7.73 17.79  -0.298
C2 -13.40 -8.60 16.84  0.794
O2 -14.04 -9.64 16.56  -0.593
O3 -12.32 -8.18 16.16  -0.290
C3 -11.62 -8.97 15.22  -0.644
H1 -15.60 -8.57 18.17  0.315
H2 -15.27 -7.23 19.07  0.263
H3 -14.35 -8.81 19.47  0.277
H4 -10.88 -8.32 14.75  0.240
H5 -12.24 -9.44 14.45  0.299
H6 -11.03 -9.74 15.71  0.294
C4 -12.14 -18.97 6.70  -0.605
O4 -11.19 -18.48 7.61  -0.275
C5 -11.32 -17.20 8.07  0.786
O5 -12.29 -16.42 8.06  -0.587
O6 -10.11 -17.03 8.61  -0.275
C6 -9.77 -15.80 9.12  -0.681
H7 -11.64 -19.09 5.74  0.241
H8 -12.98 -18.29 6.55  0.340
H9 -12.40 -19.96 7.07  0.204
H10 -9.17 -15.30 8.36  0.277
H11 -9.02 -16.03 9.87  0.242
H12 -10.55 -15.08 9.38  0.333
C7 -26.44 -4.84 26.20  -0.592
O7 -25.35 -5.20 25.28  -0.297
C8 -24.12 -4.55 25.40  0.772
O8 -23.71 -3.94 26.39  -0.582
O9 -23.42 -4.75 24.33  -0.298
C9 -22.08 -4.26 24.14  -0.600
H13 -26.07 -4.92 27.23  0.288
H14 -27.36 -5.40 26.01  0.222
H15 -26.60 -3.77 26.08  0.284
H16 -21.82 -4.44 23.10  0.222
H17 -21.35 -4.78 24.77  0.281
H18 -22.08 -3.19 24.36  0.299
C10 -16.74 -7.19 28.56  -0.941
C11 -16.16 -7.63 27.17  0.673
O10 -15.49 -6.99 26.39  -0.542
C12 -16.46 -9.11 26.76  -0.986
H19 -16.87 -6.11 28.46  0.308
H20 -15.91 -7.32 29.26  0.270
H21 -17.66 -7.74 28.71  0.323
H22 -17.37 -9.55 27.18  0.322
H23 -15.69 -9.83 27.02  0.265
H24 -16.76 -9.14 25.71  0.308
C13 -14.17 -0.07 24.05  -0.933
C14 -13.79 -0.17 22.67  0.732
O11 -13.40 0.80 21.98  -0.594
C15 -14.04 -1.56 22.07  -0.993
H25 -13.85 -1.01 24.48  0.328
H26 -15.26 0.00 23.98  0.255
H27 -13.73 0.84 24.46  0.296
H28 -15.02 -1.54 21.61  0.275
H29 -14.13 -2.34 22.82  0.331
H30 -13.22 -1.73 21.37  0.304
C16 -18.02 -12.00 10.36  -0.957
C17 -18.75 -12.85 11.40  0.728
O12 -19.80 -13.39 11.00  -0.567
C18 -18.05 -13.19 12.65  -0.998
H31 -18.77 -11.43 9.82  0.310
H32 -17.50 -12.62 9.63  0.264
H33 -17.29 -11.31 10.79  0.315
H34 -17.13 -13.75 12.49  0.298
H35 -18.79 -13.90 13.04  0.302
H36 -17.97 -12.31 13.29  0.306
C19 -3.54 -8.83 8.57  -0.960
C20 -2.09 -8.52 8.19  0.720
O13 -1.68 -7.32 8.26  -0.576
C21 -1.38 -9.59 7.46  -0.981
H37 -3.68 -9.85 8.93  0.334
H38 -4.05 -8.59 7.64  0.259
H39 -3.92 -8.18 9.36  0.307
H40 -1.43 -10.49 8.07  0.333
H41 -0.34 -9.25 7.38  0.291
H42 -1.79 -9.71 6.46  0.272
C22 -4.47 -5.76 20.80  -0.923
C23 -5.84 -6.09 20.13  0.699
O14 -5.80 -6.43 18.99  -0.508
C24 -7.20 -5.92 20.88  -1.017
H43 -4.12 -4.79 20.46  0.263
H44 -3.70 -6.43 20.42  0.311
H45 -4.63 -5.83 21.87  0.286
H46 -7.49 -4.87 20.96  0.273
H47 -7.15 -6.26 21.91  0.317
H48 -8.01 -6.50 20.43  0.300
C25 -10.09 -12.54 21.91  -0.928
C26 -10.42 -13.95 22.23  0.702
O15 -11.46 -14.19 22.81  -0.563
C27 -9.47 -15.01 21.83  -1.019
H49 -10.39 -12.41 20.87  0.257
H50 -9.02 -12.42 22.03  0.333
H51 -10.69 -11.95 22.61  0.298
H52 -8.79 -14.73 21.02  0.315
H53 -9.99 -15.90 21.48  0.334
H54 -8.91 -15.37 22.69  0.270
C28 -13.32 -8.98 6.49  -0.888
C29 -13.50 -7.56 7.00  0.777
O16 -13.05 -7.25 8.13  -0.561
C30 -14.58 -6.74 6.26  -1.141
H55 -13.84 -9.06 5.54  0.276
H56 -13.56 -9.75 7.22  0.279
H57 -12.25 -9.17 6.36  0.287
H58 -15.56 -7.20 6.25  0.318
H59 -14.39 -6.76 5.19  0.345
H60 -14.73 -5.70 6.58  0.308
C31 -8.47 -2.54 12.87  -0.918
C32 -8.08 -1.47 13.79  0.681
O17 -6.98 -1.10 13.84  -0.487
C33 -9.15 -0.93 14.79  -1.072
H61 -7.89 -3.45 12.96  0.281
H62 -8.35 -2.31 11.81  0.286
H63 -9.53 -2.64 13.10  0.277
H64 -8.63 -0.26 15.47  0.299
H65 -9.56 -1.77 15.36  0.333
H66 -9.89 -0.44 14.15  0.320
C34 -19.24 -14.89 22.10  -0.999
C35 -19.63 -13.55 21.48  0.718
O18 -20.32 -12.71 22.12  -0.572
C36 -18.88 -13.22 20.16  -0.972
H67 -19.87 -14.93 22.99  0.295
H68 -18.17 -14.94 22.31  0.308
H69 -19.65 -15.67 21.46  0.331
H70 -19.35 -12.47 19.52  0.299
H71 -18.93 -14.14 19.58  0.313
H72 -17.83 -13.03 20.37  0.278